Entry 1:
Density functional theory data (the ωB97M-V functional and the def2-TZVPD basis) for an isolated molecule of C22H34N6O4 in a non-equilibrium geometry.

Results
SMILES: CCOC(=O)N1CCC(NC(=O)C2CCN(c3ccc(N4CCOCC4)nn3)CC2)CC1
Frontier orbital gap (eV): 8.129
Electronic energy (Eh): -1488.24354
Lowest unoccupied orbital energy (eV): 0.513

The geometry in ORCA input format:
```
! wB97M-V def2-TZVPD RIJCOSX def2/J DEFGRID3
* xyz 0 1
C -4.6193 -3.0823 0.8153
C -4.1545 -1.9820 -0.1269
O -2.7725 -1.6733 0.0751
C -1.8911 -2.4161 -0.6418
O -2.2192 -3.2588 -1.4435
N -0.6075 -2.1032 -0.3573
C -0.1939 -1.0623 0.5520
C 0.8863 -1.5794 1.5024
C 2.0703 -2.1785 0.7381
N 2.8596 -1.1539 0.0866
C 4.1935 -1.0662 0.2628
O 4.8050 -1.8011 1.0136
C 4.9304 0.0271 -0.5152
C 5.1598 1.2222 0.4205
C 3.8283 1.8475 0.8386
N 2.9125 1.8711 -0.2797
C 1.5758 2.0623 -0.1156
C 0.9924 2.3721 1.1377
C -0.3716 2.4139 1.2137
C -1.1149 2.1362 0.0412
N -2.4904 2.1015 0.0141
C -3.2238 1.6496 1.1825
C -4.6925 2.0564 1.0444
O -5.2622 1.5394 -0.1321
C -4.5660 2.0239 -1.2597
C -3.0926 1.6268 -1.2223
N -0.4898 1.9678 -1.1183
N 0.8087 1.9375 -1.1978
C 3.4980 1.8172 -1.5981
C 4.2635 0.5032 -1.8145
C 1.5586 -3.2237 -0.2631
C 0.4636 -2.6523 -1.1602
H -5.6830 -3.2525 0.6767
H -4.4364 -2.7995 1.8497
H -4.0833 -4.0036 0.6002
H -4.2957 -2.2928 -1.1668
H -4.6926 -1.0484 0.0567
H 0.1932 -0.2217 -0.0326
H -1.0577 -0.7207 1.1202
H 0.4602 -2.3545 2.1408
H 1.2268 -0.7604 2.1383
H 2.7587 -2.6622 1.4413
H 2.3826 -0.4933 -0.5049
H 5.9075 -0.4106 -0.7422
H 5.6939 0.8918 1.3117
H 5.7818 1.9576 -0.0922
H 4.0033 2.8615 1.2307
H 3.3874 1.2448 1.6405
H 1.6009 2.6034 1.9973
H -0.8556 2.6795 2.1402
H -3.1630 0.5543 1.2711
H -2.8191 2.1027 2.0866
H -4.7670 3.1551 1.0435
H -5.2768 1.6554 1.8748
H -4.6515 3.1203 -1.3013
H -5.0550 1.5891 -2.1324
H -3.0025 0.5343 -1.2914
H -2.5534 2.0742 -2.0560
H 4.1815 2.6671 -1.7167
H 2.6882 1.9216 -2.3201
H 3.6010 -0.2695 -2.2070
H 5.0306 0.6758 -2.5708
H 1.1577 -4.0702 0.2957
H 2.3868 -3.5800 -0.8764
H 0.8703 -1.8606 -1.8035
H 0.0359 -3.4304 -1.7942
*
```

Here is what natural (NBO) gives for the atomic charges, in e:
1 C -0.6323
2 C -0.0820
3 O -0.5425
4 C 0.9023
5 O -0.6627
6 N -0.4603
7 C -0.2277
8 C -0.4027
9 C -0.0680
10 N -0.6437
11 C 0.6899
12 O -0.6394
13 C -0.3137
14 C -0.3985
15 C -0.2120
16 N -0.4389
17 C 0.3342
18 C -0.2545
19 C -0.2175
20 C 0.3250
21 N -0.4319
22 C -0.2453
23 C -0.0711
24 O -0.5272
25 C -0.0759
26 C -0.2569
27 N -0.2621
28 N -0.2848
29 C -0.2355
30 C -0.4052
31 C -0.4002
32 C -0.2258
33 H 0.2158
34 H 0.2047
35 H 0.2207
36 H 0.2064
37 H 0.1975
38 H 0.1882
39 H 0.2367
40 H 0.2122
41 H 0.2136
42 H 0.2464
43 H 0.4094
44 H 0.2426
45 H 0.2380
46 H 0.2076
47 H 0.1876
48 H 0.2007
49 H 0.2267
50 H 0.2199
51 H 0.1931
52 H 0.2031
53 H 0.1666
54 H 0.1952
55 H 0.1661
56 H 0.1986
57 H 0.1918
58 H 0.2461
59 H 0.1822
60 H 0.2599
61 H 0.2091
62 H 0.2197
63 H 0.2110
64 H 0.2185
65 H 0.1803
66 H 0.2508

---

Entry 2:
Density functional theory data (the ωB97M-V functional and the def2-TZVPD basis) for a structure of composition C22H35B2N8RuS2Te.

Results
Expectation value of S²: 0.757
Frontier orbital gap (spin up / spin down) (eV): 8.319 / 7.067
Electronic energy (Eh): -2506.44387
Lowest unoccupied orbital energy (spin up / spin down) (eV): 0.362 / -0.785
Energy relative to the best compared isomer or geometry (same formula, charge and spin) (eV): 0.000

The geometry in ORCA input format:
```
! wB97M-V def2-TZVPD RIJCOSX def2/J DEFGRID3
* xyz 0 2
Ru -0.2765 -0.4872 -0.1584
C 2.6918 -2.9625 -1.2366
N 2.7561 -2.7536 0.1996
C 3.0320 -3.6938 1.1700
C 3.0273 -3.0338 2.3521
N 2.7542 -1.7067 2.1100
B 2.9051 -0.6211 3.2342
N 1.9249 0.6066 3.1120
C 2.3319 1.8461 3.5473
C 1.2649 2.6789 3.5343
N 0.2005 1.9386 3.0799
C -1.1774 2.3844 2.9641
C 0.6303 0.6942 2.7987
S -0.4140 -0.5540 2.2062
C 2.5675 -1.5564 0.7973
S 2.1006 -0.1205 -0.0298
H 2.9323 -4.0019 -1.4452
H 3.4076 -2.3127 -1.7359
H 1.6944 -2.7261 -1.6093
H 3.2133 -4.7270 0.9339
H 3.2005 -3.3920 3.3503
H 4.0168 -0.1557 3.1726
H 2.7045 -1.1867 4.2816
H 3.3511 2.0227 3.8377
H 1.1659 3.7127 3.8123
H -1.2406 3.3975 3.3523
H -1.8215 1.7315 3.5507
H -1.4798 2.3699 1.9185
B -2.2959 -1.7778 -2.5852
N -1.1157 -0.8996 -3.0624
C -0.8282 -0.5489 -4.3163
C 0.4216 0.0520 -4.3393
C 0.8359 0.0313 -3.0155
N -0.0922 -0.5554 -2.2516
N -3.0201 -1.0454 -1.4177
C -4.3409 -0.8921 -1.2602
C -4.5817 -0.3309 -0.0197
C -3.3136 -0.1624 0.5325
N -2.3843 -0.6053 -0.3149
H -1.8543 -2.8412 -2.2171
H -3.0811 -1.8820 -3.4926
H -1.5300 -0.7585 -5.1054
H 0.9476 0.4526 -5.1874
H 1.7369 0.4144 -2.5703
H -5.0125 -1.1928 -2.0460
H -5.5304 -0.0694 0.4142
H -3.0171 0.2499 1.4817
C -0.3927 4.5664 -1.9902
C 0.1995 4.0889 -0.6574
C 1.7205 4.2969 -0.6654
C -0.4119 4.9043 0.4870
C -0.0828 2.6514 -0.4881
C -0.2180 1.4535 -0.3583
H -0.1642 5.6235 -2.1477
H -1.4758 4.4379 -1.9979
H 0.0217 3.9920 -2.8194
H 1.9576 5.3575 -0.7837
H 2.1771 3.7437 -1.4869
H 2.1600 3.9386 0.2669
H -0.2391 5.9696 0.3176
H 0.0487 4.6339 1.4380
H -1.4877 4.7360 0.5583
C -0.1374 -4.9786 -0.6856
Te -0.7507 -3.3621 0.5583
C -2.8050 -3.7841 0.2247
H -0.4516 -4.8037 -1.7123
H -0.5932 -5.8860 -0.2968
H 0.9435 -5.0725 -0.6323
H -3.0513 -4.6868 0.7770
H -2.9884 -3.9038 -0.8392
H -3.3866 -2.9466 0.6062
*
```

Here is what Löwdin gives for the atomic charges, in e:
1 Ru 0.6918
2 C -0.0427
3 N -0.1299
4 C -0.0583
5 C -0.0531
6 N -0.0033
7 B -0.4124
8 N -0.0042
9 C -0.0518
10 C -0.0391
11 N -0.1028
12 C -0.0357
13 C -0.6628
14 S 0.5689
15 C -0.6924
16 S 0.7097
17 H 0.0908
18 H 0.0934
19 H 0.0609
20 H 0.1215
21 H 0.1224
22 H 0.0765
23 H 0.0766
24 H 0.1198
25 H 0.1206
26 H 0.0919
27 H 0.0862
28 H 0.0643
29 B -0.4385
30 N -0.0641
31 C -0.0750
32 C -0.0485
33 C -0.1716
34 N -0.1061
35 N -0.0681
36 C -0.0879
37 C -0.0568
38 C -0.1695
39 N -0.1301
40 H 0.0346
41 H 0.0790
42 H 0.1203
43 H 0.0925
44 H 0.0601
45 H 0.1209
46 H 0.0928
47 H 0.0696
48 C -0.0571
49 C -0.6302
50 C -0.0517
51 C -0.0593
52 C -0.1233
53 C -0.2499
54 H 0.0813
55 H 0.0849
56 H 0.0824
57 H 0.0826
58 H 0.0839
59 H 0.0794
60 H 0.0841
61 H 0.0618
62 H 0.0859
63 C -0.4192
64 Te 1.2321
65 C -0.4085
66 H 0.0062
67 H 0.0053
68 H -0.0283
69 H 0.0047
70 H -0.0021
71 H -0.0058

---

Entry 3:
Density functional theory data (the ωB97M-V functional and the def2-TZVPD basis) for a structure of composition C22H35Br15O9 in a non-equilibrium geometry.

Results
Expectation value of S²: 0.757
Frontier orbital gap (spin up / spin down) (eV): 6.665 / 2.845
Electronic energy (Eh): -40146.24025
Lowest unoccupied orbital energy (spin up / spin down) (eV): -4.857 / -8.677

The geometry in ORCA input format:
```
! wB97M-V def2-TZVPD RIJCOSX def2/J DEFGRID3
* xyz 1 2
C 0.6980 -0.7592 0.3230
C -0.2584 0.3072 -0.1825
C -1.7196 -0.0949 0.0664
O -2.3563 1.1063 0.3235
C -1.4939 2.0116 0.7081
O -1.6896 3.1422 1.1295
O -0.2285 1.4599 0.6012
H 0.7802 -1.6524 -0.2964
H 0.5513 -0.9932 1.3774
H 1.6958 -0.3293 0.4102
H -0.0680 0.5797 -1.2206
H -1.8458 -0.7373 0.9379
H -2.1247 -0.5943 -0.8138
C 1.9598 1.8575 3.7486
C 0.7541 1.3587 4.5436
C -0.5857 2.0008 4.1365
O -1.4135 0.8854 4.0299
C -0.7716 -0.2478 4.1627
O -1.1905 -1.4167 4.2525
O 0.5151 -0.0060 4.2775
H 2.9223 1.5643 4.1680
H 2.0677 2.9421 3.7378
H 1.9368 1.4082 2.7558
H 0.8264 1.5066 5.6211
H -0.5522 2.6134 3.2356
H -0.8789 2.6134 4.9891
C 4.0290 -4.7959 3.0698
C 3.1248 -5.2154 1.9373
O 3.4204 -6.1692 1.2275
C 1.8064 -4.5183 1.7749
H 5.0440 -5.1376 2.8670
H 3.6388 -5.3209 3.9418
H 3.9185 -3.7189 3.1956
H 1.0737 -4.6089 2.5768
H 1.2284 -4.8722 0.9212
H 2.0009 -3.4834 1.4935
C -4.2084 2.5131 -4.1476
C -3.8278 1.7075 -2.8696
O -2.6825 1.4549 -2.6298
C -4.9805 1.1708 -2.0162
H -4.8464 3.3505 -3.8652
H -4.7700 1.7853 -4.7334
H -3.3573 2.9302 -4.6858
H -5.7385 1.9475 -1.9149
H -4.6482 0.9904 -0.9939
H -5.3743 0.2790 -2.5038
C 4.6513 -0.9041 -1.9493
C 4.1120 -2.1037 -1.2292
O 4.4810 -2.3878 -0.1050
C 3.1225 -3.0656 -1.9757
H 4.8988 -0.1478 -1.2044
H 3.8726 -0.6640 -2.6733
H 5.5980 -1.0534 -2.4685
H 2.3610 -2.5043 -2.5171
H 2.7690 -3.8466 -1.3025
H 3.6842 -3.5681 -2.7631
C 0.6693 2.1736 -3.8631
Br 1.0168 3.1923 -2.2554
Br 1.7176 0.5327 -3.9366
Br 1.0033 3.3241 -5.5210
H -0.4077 2.0108 -3.8226
C -2.7825 -1.8342 -3.7536
Br -0.8668 -1.7093 -3.0228
Br -4.0132 -2.0737 -2.2890
Br -2.9636 -3.2306 -5.0600
H -2.9533 -0.9172 -4.3174
C -3.2956 5.8565 -0.9761
Br -5.1494 5.1631 -0.6774
Br -3.2448 7.8861 -1.0775
Br -2.4656 5.0811 -2.6017
H -2.6707 5.4967 -0.1587
C -2.4662 -4.1703 1.6256
Br -3.7178 -5.3015 0.6092
Br -3.4114 -2.5759 2.3774
Br -1.0594 -3.6650 0.2919
H -2.0787 -4.7464 2.4658
C 3.4741 3.9314 0.7595
Br 1.7185 4.3604 1.5019
Br 3.3828 2.0639 0.3007
Br 4.9835 4.0684 2.0669
H 3.6490 4.5140 -0.1451
*
```

Here is what Löwdin gives for the atomic charges, in e:
1 C -0.0598
2 C -0.3556
3 C -0.1632
4 O 0.0863
5 C -0.5216
6 O 0.1022
7 O 0.0096
8 H 0.0195
9 H 0.0805
10 H 0.0402
11 H 0.0883
12 H 0.0651
13 H 0.0333
14 C -0.0591
15 C -0.2859
16 C -0.0776
17 O 0.1039
18 C -0.5728
19 O 0.0300
20 O 0.0865
21 H 0.0834
22 H 0.0269
23 H 0.0389
24 H 0.1550
25 H 0.1098
26 H 0.1423
27 C 0.0819
28 C -0.2908
29 O 0.3792
30 C 0.0025
31 H 0.1168
32 H 0.1306
33 H 0.1235
34 H 0.1234
35 H 0.0246
36 H 0.1045
37 C -0.0410
38 C -0.4966
39 O 0.0235
40 C -0.0437
41 H 0.0627
42 H 0.0841
43 H 0.0626
44 H 0.0710
45 H 0.0753
46 H 0.0316
47 C -0.0179
48 C -0.4631
49 O 0.0297
50 C -0.0014
51 H 0.0575
52 H 0.0086
53 H 0.1018
54 H 0.0477
55 H 0.0616
56 H 0.0897
57 C -1.4782
58 Br 0.5846
59 Br 0.5722
60 Br 0.5107
61 H -0.0472
62 C -1.4775
63 Br 0.5300
64 Br 0.6688
65 Br 0.6205
66 H -0.0238
67 C -1.4284
68 Br 0.5282
69 Br 0.5078
70 Br 0.5708
71 H -0.0409
72 C -1.4052
73 Br 0.5500
74 Br 0.6438
75 Br 0.6218
76 H -0.0157
77 C -1.4724
78 Br 0.6338
79 Br 0.5683
80 Br 0.5407
81 H -0.0089

---

Entry 4:
Density functional theory data (the ωB97M-V functional and the def2-TZVPD basis) for a structure of composition C22H35Cl2F5N6O4PbTe.

Results
Frontier orbital gap (spin up / spin down) (eV): 6.049 / 5.310
Electronic energy (Eh): -3368.84015
Lowest unoccupied orbital energy (spin up / spin down) (eV): -7.666 / -8.404
Energy relative to the best compared isomer or geometry (same formula, charge and spin) (eV): 2.136

The geometry in ORCA input format:
```
! wB97M-V def2-TZVPD RIJCOSX def2/J DEFGRID3
* xyz 2 1
Pb -0.4676 -0.0838 -0.7755
C 4.9179 -1.1642 -5.8040
O 5.6318 -0.8208 -4.6117
C 4.9330 -0.6220 -3.4997
C 5.7127 -0.2842 -2.3585
C 5.1149 -0.0461 -1.1196
C 3.7524 -0.1123 -0.9387
C 3.1224 0.2083 0.3622
C 3.9269 0.2135 1.6368
O 1.9153 0.4075 0.4412
C 2.9284 -0.4770 -2.1008
O 1.6935 -0.6016 -2.0297
C 3.5748 -0.7119 -3.3693
H 5.6712 -1.2782 -6.5749
H 4.2256 -0.3666 -6.0766
H 4.3802 -2.1034 -5.6686
H 6.7859 -0.2140 -2.4756
H 5.7670 0.2170 -0.3006
H 5.0043 0.1926 1.5232
H 3.6302 -0.6693 2.2081
H 3.6382 1.0857 2.2206
H 2.9198 -0.9709 -4.1880
C -3.0349 3.3672 3.7067
N -1.8137 3.5910 2.9345
C -1.2567 4.9555 2.9150
C -0.0957 4.8528 1.9188
N -0.2909 3.5267 1.3355
C 0.6072 3.0022 0.3184
C -1.2443 2.8555 1.9700
N -1.4744 1.5790 1.5463
C -2.2936 0.6603 2.2754
C -2.6327 -0.5558 1.4321
N -1.4649 -1.3331 1.0425
C -1.3031 -2.5979 1.3889
N -2.0232 -3.4037 2.2093
C -3.2706 -3.1919 2.9256
C -1.4696 -4.7623 2.2483
C -0.1988 -4.6690 1.4058
N -0.2413 -3.2951 0.9258
C 0.7421 -2.7963 0.0063
H -3.2059 4.2646 4.2952
H -2.9282 2.5351 4.3973
H -3.9008 3.2221 3.0608
H -0.9300 5.2328 3.9153
H -2.0242 5.6592 2.5902
H 0.8825 4.9031 2.3997
H -0.1353 5.6083 1.1356
H 1.0531 3.8496 -0.1971
H 0.0465 2.4151 -0.4045
H 1.3881 2.3906 0.7651
H -3.2336 1.1184 2.5912
H -1.7577 0.3746 3.1963
H -3.1520 -0.2043 0.5434
H -3.3718 -1.1184 1.9867
H -4.1184 -3.0413 2.2571
H -3.2011 -2.3730 3.6425
H -3.4677 -4.0970 3.4950
H -2.1885 -5.4702 1.8334
H -1.2628 -5.0481 3.2794
H -0.2067 -5.3672 0.5683
H 0.7037 -4.8448 1.9936
H 1.5084 -3.5580 -0.1228
H 1.2432 -1.9022 0.3972
H 0.3166 -2.6163 -0.9882
Cl -1.1482 1.7916 -3.8581
C -2.5190 2.8416 -3.4750
Cl -2.3445 3.5868 -1.8698
H -3.4197 2.2400 -3.4645
H -2.5602 3.6325 -4.2129
F -2.9080 0.2736 -1.7770
Te -3.0758 -1.4390 -2.7080
F -3.9433 -1.9279 -1.1224
F -4.6250 -0.6107 -3.2704
F -3.6358 -3.0820 -3.3111
F -2.5046 -1.0715 -4.4327
O -1.3932 -1.7513 -2.1343
*
```

Here is what Löwdin gives for the atomic charges, in e:
1 Pb 1.5270
2 C -0.0258
3 O -0.0362
4 C -0.2707
5 C 0.1076
6 C 0.0221
7 C -0.0382
8 C -0.3530
9 C 0.0277
10 O -0.1017
11 C -0.3029
12 O -0.0824
13 C 0.1036
14 H 0.1047
15 H 0.1047
16 H 0.1052
17 H 0.1436
18 H 0.1187
19 H 0.0743
20 H 0.1084
21 H 0.0973
22 H 0.1301
23 C -0.0010
24 N -0.0486
25 C -0.0654
26 C -0.0553
27 N -0.0405
28 C -0.0278
29 C -0.2791
30 N 0.2029
31 C -0.1795
32 C -0.2426
33 N -0.0387
34 C -0.3218
35 N -0.0645
36 C -0.0240
37 C -0.0905
38 C -0.0870
39 N -0.0869
40 C -0.0590
41 H 0.1037
42 H 0.0975
43 H 0.1065
44 H 0.1389
45 H 0.1403
46 H 0.1422
47 H 0.1414
48 H 0.1153
49 H -0.0144
50 H 0.0795
51 H 0.1209
52 H 0.1614
53 H 0.0894
54 H 0.0904
55 H 0.1012
56 H 0.0929
57 H 0.0992
58 H 0.1341
59 H 0.1306
60 H 0.1331
61 H 0.1294
62 H 0.1157
63 H 0.0619
64 H 0.0528
65 Cl 0.5527
66 C -0.9526
67 Cl 0.5173
68 H 0.0254
69 H 0.0379
70 F -0.5050
71 Te 1.7698
72 F -0.3589
73 F -0.3273
74 F -0.3254
75 F -0.3625
76 O -0.6902